Here is a structure of composition C32H39BrCuGeN4O2S from the OMol25 dataset. Energies are from ωB97M-V/def2-TZVPD.

Last column: Mulliken spin population.
Geometry (Å):
Cu (0.203870, 0.223441, -0.306533)  0.351
C (5.446837, -5.484755, 3.709914)  0.000
C (4.800405, -4.372777, 2.939118)  0.002
C (4.280546, -4.600841, 1.661057)  0.000
C (3.678102, -3.586302, 0.944268)  0.002
C (3.593158, -2.323017, 1.525920)  0.001
C (4.100988, -2.059693, 2.794027)  0.001
C (4.703323, -3.094069, 3.488512)  -0.001
S (2.827324, -1.023107, 0.678020)  0.009
O (3.308926, -1.169355, -0.790312)  0.005
O (3.156869, 0.261372, 1.204807)  0.001
N (1.278362, -1.230777, 0.614805)  0.117
C (0.563081, -2.413745, 0.852156)  -0.036
C (0.579115, -3.104489, 2.053825)  -0.008
C (-0.252004, -4.200591, 2.202542)  0.005
C (-1.098799, -4.571443, 1.165420)  0.000
C (-1.074732, -3.834957, 0.003462)  0.005
N (-0.253977, -2.784788, -0.150754)  0.031
H (5.813408, -6.267340, 3.048758)  0.000
H (4.724255, -5.936402, 4.392979)  0.000
H (6.276989, -5.116150, 4.310098)  0.000
H (4.368657, -5.585230, 1.219641)  0.000
H (3.302859, -3.764692, -0.056257)  0.000
H (4.039958, -1.063979, 3.212949)  0.000
H (5.119603, -2.902661, 4.469213)  0.000
H (1.229562, -2.775203, 2.851405)  -0.001
H (-0.254405, -4.753384, 3.132502)  0.000
H (-1.772901, -5.410061, 1.257334)  0.001
H (-1.714297, -4.073604, -0.834782)  0.000
Br (-1.306422, 0.430273, 7.146780)  0.000
C (-1.163789, 0.758674, 5.303627)  0.000
C (-2.039825, 1.647445, 4.692308)  0.000
C (-1.943267, 1.885620, 3.333990)  0.001
C (-0.970652, 1.233493, 2.577885)  0.004
C (-0.101626, 0.348144, 3.200725)  -0.004
C (-0.188891, 0.110729, 4.561821)  -0.001
N (-0.813119, 1.417263, 1.171681)  0.005
C (-1.305320, 2.433814, 0.585560)  -0.008
C (-1.153132, 2.604770, -0.869347)  0.014
C (-1.696982, 3.692957, -1.523900)  0.002
C (-1.509390, 3.811586, -2.895853)  0.000
C (-0.784070, 2.838602, -3.558861)  0.011
C (-0.276812, 1.772254, -2.831611)  0.018
N (-0.457716, 1.653264, -1.518437)  0.058
H (-2.799252, 2.145903, 5.277869)  0.000
H (-2.657181, 2.562312, 2.885214)  0.000
H (0.675042, -0.118489, 2.613467)  0.002
H (0.497421, -0.567405, 5.049956)  0.000
H (-1.828568, 3.226575, 1.114477)  0.000
H (-2.254216, 4.435080, -0.968491)  0.000
H (-1.922237, 4.654152, -3.433714)  0.000
H (-0.606592, 2.894198, -4.623406)  0.001
H (0.293647, 0.988347, -3.313566)  -0.021
C (-0.396421, -0.836259, -5.797295)  0.003
C (0.256868, -2.057298, -5.157787)  0.008
C (-0.730859, -2.946166, -4.399967)  0.003
C (-1.306288, -2.277512, -3.148587)  0.086
Ge (0.158445, -1.799954, -1.917917)  0.325
C (4.295182, -0.221587, -1.366576)  -0.005
C (3.549276, 0.801525, -2.186630)  0.001
C (4.479286, 1.865931, -2.761223)  0.002
C (3.704236, 2.921523, -3.539289)  0.000
H (0.338182, -0.226628, -6.323744)  0.000
H (-0.888649, -0.198044, -5.058429)  -0.001
H (-1.154776, -1.136196, -6.521308)  0.000
H (1.065444, -1.731522, -4.486445)  -0.001
H (0.746987, -2.651866, -5.929742)  0.001
H (-0.260991, -3.895562, -4.133881)  -0.006
H (-1.558236, -3.190747, -5.072961)  0.009
H (-1.998527, -2.926266, -2.608114)  0.001
H (-1.860451, -1.374820, -3.405063)  0.006
H (1.329597, -2.770417, -2.177751)  0.008
H (4.943553, -0.856918, -1.964596)  0.001
H (4.866978, 0.227557, -0.557161)  0.000
H (2.792601, 1.278598, -1.552649)  -0.008
H (3.024616, 0.290284, -3.001078)  0.000
H (5.216891, 1.393519, -3.414715)  0.000
H (5.036241, 2.338448, -1.948269)  0.000
H (3.148759, 2.470139, -4.364856)  0.000
H (4.371695, 3.669626, -3.963273)  0.000
H (2.992908, 3.439977, -2.892103)  0.000

Forces on the atoms, in the same order (eV/Å):
0.1941 -0.5282 -0.4026
-0.0042 0.0066 0.0024
0.0002 -0.0334 -0.0086
-0.0009 -0.0037 0.0104
0.0310 0.0296 -0.0091
0.0550 -0.0153 -0.0004
-0.0330 -0.0429 0.0115
-0.0147 0.0320 0.0104
-0.0725 0.0811 0.0710
-0.0325 -0.0546 -0.0556
0.0340 0.0185 0.0032
-0.1485 -0.1512 0.0224
0.0437 0.1334 0.0707
-0.0045 -0.0566 0.0158
0.0202 0.0152 0.0061
-0.0363 0.0115 -0.0143
-0.0180 0.0041 -0.0026
0.0992 0.0125 -0.0596
-0.0004 0.0011 -0.0007
0.0001 -0.0012 0.0000
0.0007 0.0003 -0.0003
0.0022 0.0020 -0.0018
-0.0005 0.0039 0.0058
0.0101 0.0080 -0.0007
0.0033 0.0025 -0.0012
-0.0287 0.0005 0.0078
-0.0012 0.0035 0.0026
0.0036 -0.0028 -0.0030
0.0204 -0.0206 -0.0048
0.0006 -0.0033 0.0220
-0.0107 0.0129 -0.0157
0.0165 -0.0017 0.0169
-0.0651 -0.0554 -0.0090
0.0240 -0.0008 -0.0580
0.0756 0.0357 0.0374
-0.0043 0.0164 -0.0206
0.0073 0.0617 -0.0564
0.0454 0.0907 -0.0133
-0.0249 -0.0112 0.0342
0.0068 0.0116 -0.0192
-0.0018 0.0109 0.0075
0.0127 -0.0026 -0.0013
0.0300 -0.0189 0.0051
-0.0163 0.1056 0.0530
-0.0049 -0.0053 0.0006
-0.0170 -0.0209 -0.0403
-0.0044 -0.0234 0.0029
0.0078 0.0055 -0.0004
-0.0167 -0.0120 0.0321
0.0033 0.0035 -0.0001
-0.0017 -0.0005 0.0006
-0.0067 -0.0072 -0.0021
0.0048 0.0053 -0.0033
0.0106 0.0145 0.0066
-0.0346 0.0206 0.0074
-0.1086 0.0340 -0.0587
0.0791 0.0511 0.0941
-0.2788 0.0870 0.4070
0.0125 -0.0101 -0.0234
0.0080 0.0002 -0.0232
-0.0107 -0.0046 -0.0158
-0.0026 -0.0025 -0.0100
0.0062 -0.0077 -0.0092
-0.0110 -0.0058 -0.0070
-0.0022 -0.0049 0.0032
0.0153 -0.0268 0.0156
-0.0001 0.0106 -0.0121
0.0532 0.0280 0.0199
0.0089 -0.0534 0.0145
-0.0533 -0.0256 -0.0998
-0.0236 0.0076 0.0539
0.1706 0.2018 -0.0913
0.0087 0.0156 -0.0052
-0.0343 -0.0027 0.0264
0.0223 0.0190 0.0193
-0.0287 -0.0003 0.0245
0.0086 -0.0033 0.0133
0.0023 0.0057 -0.0045
0.0028 -0.0013 0.0001
0.0017 0.0021 0.0055
-0.0042 -0.0011 0.0016

energy: -225891.61915 eV
multiplicity: 2
gap between HOMO and LUMO (spin up / spin down): 7.184 / 6.468 eV
total charge: +2